# C8H13IrO8P2STe

C8H13IrO8P2STe as an isolated structure (wB97M-V/def2-TZVPD, the OMol25 dataset).

## Properties
Energy   -2368.04027 a.u.
Kohn-Sham gap (alpha / beta)   7.0 / 7.0 eV
E_LUMO (alpha / beta)   -1.2303 / -1.2275 eV
HOMO (alpha / beta)   -8.2 / -8.2 eV
2S+1   1
ΔE to the lowest compared entry with this formula, charge and spin   0.0 kcal/mol
Strongest force on any atom   0.46 eV/Å

Each line ends with the Löwdin charge.
Atoms and positions in Å:
Ir: 0.79 -0.33 0.02  0.9231
O: -1.27 -1.53 -3.27  -0.0557
P: -0.14 -1.29 -2.20  0.1596
O: 0.25 0.18 -2.12  -0.3971
O: -0.57 -1.66 -0.78  -0.3742
O: 1.07 -2.17 -2.66  -0.2334
P: 2.63 -1.84 -2.10  0.2480
O: 2.99 -0.57 -2.98  -0.1062
O: 3.49 -2.98 -2.36  -0.2292
O: 2.41 -1.38 -0.65  -0.5388
H: -1.35 -2.45 -3.57  0.1057
H: 2.37 0.16 -2.83  0.0578
Te: 1.88 -0.42 2.22  1.0633
C: 0.52 0.30 3.68  -0.6190
C: 1.04 1.00 4.75  -0.1675
C: 0.20 1.45 5.77  -0.0922
C: -1.16 1.18 5.72  -0.0941
C: -1.67 0.46 4.66  -0.0904
C: -0.85 0.02 3.63  -0.1581
H: 2.10 1.21 4.81  0.0880
H: 0.62 2.00 6.60  0.1030
H: -1.81 1.52 6.52  0.1007
H: -2.73 0.23 4.62  0.1015
H: -1.25 -0.55 2.81  0.0874
C: -3.10 1.97 0.66  -0.2292
S: -1.84 1.29 -0.39  0.9209
C: -1.11 2.81 -0.97  -0.2298
O: -0.86 0.76 0.67  -0.7233
H: -3.81 2.53 0.05  0.0644
H: -2.64 2.60 1.41  0.0701
H: -3.61 1.13 1.14  0.0628
H: -1.83 3.33 -1.60  0.0680
H: -0.24 2.52 -1.56  0.0427
H: -0.82 3.42 -0.12  0.0713



# C8H13N

A 2-piece molecular cluster, C8H13N overall at a distorted geometry (wB97M-V/def2-TZVPD, the OMol25 dataset).

## Properties
Energy   -367.15171 a.u.
Kohn-Sham gap   9.0 eV
E_LUMO   1.1012 eV
HOMO   -7.9 eV
2S+1   1
ΔE to the lowest compared entry with this formula, charge and spin   141.5 kcal/mol
Strongest force on any atom   5.97 eV/Å

Each line ends with the Löwdin charge.
Atoms and positions in Å:
C: -0.88 1.74 2.65  0.0007
C: -0.34 0.83 1.82  -0.1963
C: 0.39 1.21 0.63  -0.1083
C: 1.12 0.37 -0.14  -0.2670
C: 1.36 -1.06 0.16  -0.0702
C: 1.92 0.87 -1.43  -0.0071
H: -1.37 1.50 3.48  -0.0074
H: -0.73 2.83 2.36  0.0847
H: -0.48 -0.18 2.27  0.1076
H: 0.15 2.16 0.29  0.0823
H: 0.92 -1.66 -0.56  0.0271
H: 1.00 -1.21 1.20  0.0816
H: 2.39 -1.37 0.13  0.0729
H: 1.53 0.36 -2.18  0.0216
H: 1.76 1.91 -1.54  0.0618
H: 2.92 0.63 -1.37  0.0442
C: -1.81 -0.80 -1.62  -0.0719
C: -2.28 -1.47 -0.61  -0.0761
N: -1.15 -2.12 -1.32  -0.0274
H: -1.88 0.07 -2.35  0.1223
H: -2.93 -1.86 0.09  0.0740
H: -1.61 -2.74 -1.97  0.0508



# C8H13N

One molecule with the formula C8H13N at a distorted geometry (wB97M-V/def2-TZVPD, the OMol25 dataset).

## Properties
Energy   -367.26694 a.u.
Kohn-Sham gap   9.7 eV
E_LUMO   1.0414 eV
HOMO   -8.7 eV
2S+1   1
ΔE to the lowest compared entry with this formula, charge and spin   69.1 kcal/mol
Strongest force on any atom   3.99 eV/Å

Each line ends with the Löwdin charge.
Atoms and positions in Å:
C: -2.65 1.01 -2.96  -0.0043
C: -2.12 -0.17 -2.64  -0.1769
C: -1.36 -0.42 -1.38  -0.1313
C: -0.63 0.46 -0.79  -0.0965
C: 0.07 0.28 0.54  -0.2109
C: 1.56 -0.14 0.67  -0.2776
C: 2.59 0.51 1.55  -0.0964
C: 0.43 -1.05 1.20  -0.3442
N: 0.07 -1.14 2.61  -0.0034
H: -3.17 1.17 -3.91  0.0580
H: -2.63 1.79 -2.23  0.0486
H: -2.32 -1.04 -3.28  0.0950
H: -1.64 -1.34 -0.90  0.1065
H: -0.33 1.41 -1.26  0.1252
H: -0.13 1.14 1.21  0.1455
H: 2.02 -0.45 -0.30  0.1404
H: 2.89 1.43 1.04  0.0712
H: 3.50 -0.14 1.60  0.0763
H: 2.32 0.71 2.66  0.0880
H: 0.35 -2.03 0.60  0.1592
H: 0.37 -0.12 3.07  0.1320
H: 0.79 -1.88 2.92  0.0956



# C8H13N2O2

A 2-piece molecular cluster, C8H13N2O2 overall at a distorted geometry (wB97M-V/def2-TZVPD, the OMol25 dataset).

## Properties
Energy   -572.38953 a.u.
Kohn-Sham gap   10.4 eV
E_LUMO   -3.7981 eV
HOMO   -14.2 eV
2S+1   1
ΔE to the lowest compared entry with this formula, charge and spin   16.7 kcal/mol
Strongest force on any atom   1.25 eV/Å
Net charge   +1

Each line ends with the Löwdin charge.
Atoms and positions in Å:
O: 2.32 0.44 0.90  0.1127
C: 3.00 -0.12 0.06  -0.4811
O: 4.24 -0.55 0.34  0.1458
C: 2.45 -0.43 -1.33  -0.0305
C: 1.10 -1.18 -1.28  -0.2276
C: 0.12 -0.66 -2.36  -0.0832
C: -0.49 0.54 -1.61  -0.0864
C: -0.58 0.01 -0.23  0.0322
N: 0.30 -0.91 -0.08  0.1376
H: 4.75 -0.71 -0.45  0.1189
H: 3.15 -1.04 -1.89  0.1289
H: 2.35 0.52 -1.85  0.1328
H: 1.28 -2.24 -1.38  0.1595
H: 0.57 -0.35 -3.29  0.1299
H: -0.64 -1.42 -2.46  0.1304
H: -1.37 1.01 -2.04  0.1333
H: 0.26 1.34 -1.54  0.1410
H: -1.28 0.33 0.53  0.0948
H: 0.36 -1.39 0.80  0.1907
C: -3.77 1.38 3.60  -0.0487
C: -3.41 0.65 2.39  -0.2371
N: -3.13 0.07 1.44  0.1293
H: -4.53 2.12 3.38  0.0928
H: -4.15 0.70 4.35  0.0933
H: -2.90 1.89 4.00  0.0907



# C8H13N4

A 2-piece molecular cluster, C8H13N4 overall at a distorted geometry (wB97M-V/def2-TZVPD, the OMol25 dataset).

## Properties
Energy   -531.26986 a.u.
Kohn-Sham gap   7.4 eV
E_LUMO   -4.4694 eV
HOMO   -11.9 eV
2S+1   1
ΔE to the lowest compared entry with this formula, charge and spin   110.0 kcal/mol
Strongest force on any atom   4.90 eV/Å
Net charge   +1

Each line ends with the Löwdin charge.
Atoms and positions in Å:
C: -2.08 0.78 0.68  0.1022
C: -1.12 1.56 -0.07  -0.2161
C: -2.00 -0.61 0.68  -0.2631
C: -0.28 0.81 -0.89  0.0887
C: 5.02 -0.45 0.31  -0.0317
C: -1.19 2.98 0.09  -0.0245
C: -2.98 -1.59 1.22  -0.0178
C: 0.77 -1.38 -1.51  -0.0235
N: -1.08 -1.22 -0.09  0.1547
N: 3.82 -0.73 0.36  -0.1888
N: -0.25 -0.61 -0.83  -0.1226
N: 2.71 -1.03 0.34  0.1799
H: -2.80 1.22 1.31  0.1224
H: 5.82 -1.24 -0.04  0.1305
H: 5.34 0.51 0.78  0.0940
H: -0.23 3.34 -0.46  0.1411
H: -1.35 3.27 1.08  0.0866
H: -1.93 3.43 -0.48  0.0808
H: -3.64 -2.06 0.42  0.1230
H: -3.69 -1.04 1.98  0.1310
H: -2.36 -2.33 1.63  0.0601
H: 0.86 -1.23 -2.64  0.1343
H: 1.70 -1.18 -0.92  0.0043
H: 0.48 -2.41 -1.34  0.1031
H: 0.44 1.20 -1.62  0.1516



# C8H13N4O

An isolated ion of composition C8H13N4O and charge +1 at a distorted geometry (wB97M-V/def2-TZVPD, the OMol25 dataset).

## Properties
Energy   -606.46308 a.u.
Kohn-Sham gap (alpha / beta)   7.0 / 7.0 eV
E_LUMO (alpha / beta)   -4.7572 / -4.7567 eV
HOMO (alpha / beta)   -11.7 / -11.7 eV
2S+1   1
ΔE to the lowest compared entry with this formula, charge and spin   112.0 kcal/mol
Strongest force on any atom   4.05 eV/Å
Net charge   +1

Each line ends with the Löwdin charge.
Atoms and positions in Å:
C: -0.03 0.71 -0.99  0.0770
C: 0.36 0.77 0.43  -0.1869
C: 1.31 -0.05 0.69  0.1177
C: -0.92 2.92 1.07  -0.4244
C: 1.13 -2.46 -1.11  -0.2180
C: 2.00 -2.38 0.16  -0.1014
C: -1.13 3.60 2.39  -0.0007
C: -0.91 -0.60 -2.78  -0.0006
N: -0.03 -1.68 -0.90  -0.0225
N: -0.22 -0.52 -1.49  -0.2038
N: 2.21 -0.96 0.51  0.1157
N: -0.19 1.69 1.31  0.1152
O: -1.27 3.25 -0.04  0.1032
H: -0.34 1.58 -1.56  0.1426
H: 1.69 -2.13 -1.98  0.1236
H: 0.85 -3.52 -1.16  0.1263
H: 1.47 -2.99 0.77  0.0896
H: 3.00 -2.83 0.05  0.1359
H: -1.92 4.32 2.43  0.0841
H: -0.18 3.93 2.87  0.1154
H: -1.58 2.96 3.17  0.0965
H: -0.65 -1.61 -3.31  0.1343
H: -2.06 -0.60 -2.63  0.1394
H: -0.63 0.28 -3.36  0.0866
H: 3.08 -0.54 0.11  0.1964
H: -0.01 1.58 2.32  0.1587



# C8H13N5

One molecule with the formula C8H13N5 at a distorted geometry (wB97M-V/def2-TZVPD, the OMol25 dataset).

## Properties
Energy   -586.28081 a.u.
Kohn-Sham gap   8.9 eV
E_LUMO   0.8355 eV
HOMO   -8.0 eV
2S+1   1
ΔE to the lowest compared entry with this formula, charge and spin   79.7 kcal/mol
Strongest force on any atom   5.76 eV/Å

Each line ends with the Löwdin charge.
Atoms and positions in Å:
C: -2.35 -0.30 0.92  -0.0614
C: -1.02 -0.36 1.63  -0.2620
C: 0.14 0.39 1.38  -0.0699
C: 0.41 1.24 0.23  -0.3950
N: 1.27 2.25 0.29  0.0967
N: 1.09 2.83 -0.80  0.0115
N: 0.25 2.21 -1.62  -0.1814
C: 0.27 2.34 -3.09  -0.0091
N: -0.12 1.10 -0.93  0.1517
C: 1.39 0.29 2.37  -0.1039
N: 1.36 -1.18 2.82  -0.0831
C: 0.17 -1.36 3.65  -0.2036
C: -1.06 -1.32 2.68  -0.1915
H: -2.63 -1.28 0.36  0.1113
H: -3.20 -0.32 1.69  0.0961
H: -2.23 0.67 0.32  0.0883
H: 1.12 2.82 -3.53  0.0718
H: 0.05 1.28 -3.45  0.1073
H: -0.67 2.84 -3.45  0.0861
H: 1.25 0.99 3.21  0.1185
H: 2.37 0.40 1.95  0.0888
H: 1.30 -1.83 2.05  0.0944
H: 0.00 -0.65 4.45  0.1065
H: 0.37 -2.41 4.10  0.1319
H: -1.01 -2.26 2.18  0.1187
H: -1.98 -1.39 3.13  0.0813



# C8H13N5O

One molecule with the formula C8H13N5O at a distorted geometry (wB97M-V/def2-TZVPD, the OMol25 dataset).

## Properties
Energy   -661.58214 a.u.
Kohn-Sham gap   8.0 eV
E_LUMO   -0.6844 eV
HOMO   -8.6 eV
2S+1   1
ΔE to the lowest compared entry with this formula, charge and spin   57.6 kcal/mol
Strongest force on any atom   3.98 eV/Å

Each line ends with the Löwdin charge.
Atoms and positions in Å:
C: -4.38 0.34 -0.39  -0.1054
C: -3.46 -0.77 0.17  -0.2561
C: -2.37 -0.29 1.09  -0.1834
N: -1.58 0.78 0.45  0.0873
C: -0.29 0.83 0.01  -0.2140
N: 0.23 2.07 -0.18  0.0994
C: 1.57 2.20 -0.32  -0.1631
N: 2.51 1.24 -0.15  0.1138
C: 1.98 0.03 -0.12  -0.2816
N: 2.79 -1.05 0.01  0.0102
C: 4.10 -0.99 0.52  -0.0922
C: 0.58 -0.31 -0.23  -0.1691
N: 0.35 -1.57 -0.47  -0.0188
O: -0.85 -1.88 -0.76  -0.0822
H: -3.80 1.03 -1.02  0.0651
H: -5.17 -0.06 -1.03  0.0611
H: -4.83 0.99 0.43  0.0888
H: -3.03 -1.35 -0.61  0.0715
H: -4.08 -1.48 0.72  0.1093
H: -2.80 0.20 1.97  0.1255
H: -1.73 -1.14 1.37  0.1178
H: -1.87 1.73 0.65  0.1375
H: 1.99 3.24 -0.53  0.1330
H: 2.29 -1.86 0.10  0.0842
H: 4.12 -1.36 1.57  0.0927
H: 4.85 -1.50 -0.07  0.0778
H: 4.50 0.06 0.55  0.0908